No. 1
Below is a molecular structure, C57H51BClF2KNO4P3Si, with properties calculated with ωB97M-V with the def2-TZVPD basis set.

XYZ file:
```
122
Properties=species:S:1:pos:R:3:mulliken_charge:R:1
H 0.0178 0.1213 -8.0678 0.33
C 0.7883 -0.3317 -4.8018 -0.79
O 3.0849 -1.8836 1.2468 -0.68
C 4.1081 0.9359 3.8372 -0.10
C -3.9711 -0.8969 -2.8516 -0.28
H -0.2799 2.8787 -4.8121 0.34
C 1.2013 3.8904 -3.0506 -0.09
C -0.1464 3.3369 -1.0952 -0.23
C 0.1315 5.6435 -1.8118 -1.04
H 5.6091 0.8254 5.3667 0.39
C -2.1804 -2.7553 -1.8625 -0.80
C 1.0439 2.3711 2.5676 0.12
H -2.4861 2.0990 2.5283 0.55
C -3.2126 1.7158 -0.7486 0.00
C -0.4042 4.6980 -0.9449 -0.04
O -0.4978 -2.5638 3.5556 -0.35
C 0.4975 0.9453 -4.3019 0.61
C 4.6833 0.9312 -3.8842 -0.89
C -3.0721 2.0153 1.6210 -0.12
H 2.9031 1.8786 -4.5550 0.25
H -1.0272 5.0412 -0.1278 0.19
F -2.2211 -1.0417 1.1042 0.30
C -3.8917 3.3846 -3.2881 -0.93
P -2.3093 1.3159 -2.2886 1.66
C 0.6126 -0.6284 -6.1408 -0.62
Cl 2.2111 -3.0210 -1.5346 -0.54
C -3.7230 1.4972 -4.7565 -0.34
C -4.6038 1.7071 -0.6630 -0.49
H -3.7266 -4.2015 -2.1975 0.35
N 1.0303 -3.8532 2.4017 1.26
C 4.5281 -0.2949 -1.8353 -0.75
H -0.9443 -4.4391 2.8327 -0.18
C -4.4877 2.1655 -5.7000 -0.83
H 6.5348 1.7561 0.0419 0.37
H 1.1729 -1.0877 -4.1220 0.37
C 0.6290 2.9417 -2.2101 0.34
C 2.3028 -0.6327 4.0266 -0.73
H 2.2291 2.6129 4.3565 0.39
B -2.0790 -2.2024 1.8609 0.47
H 0.9649 4.5462 5.1748 0.38
H 6.2904 -0.2295 -3.0586 0.37
C 1.5214 -4.4173 3.6524 -1.32
H -4.7104 1.6861 -6.6465 0.41
C 3.9456 3.8974 -0.3133 -0.43
C 5.2680 0.1081 -2.9308 -0.81
C 3.3571 1.3041 -3.7573 -0.08
H 5.9830 3.9355 -0.9866 0.32
O -0.9060 -2.9884 1.3879 -0.21
H -5.3036 -2.5422 -3.1324 0.41
C -0.3734 -3.5264 2.5272 -0.33
H 1.0007 -4.3499 0.3569 0.08
H 3.6835 4.8392 -0.7811 0.43
Si -0.4839 1.8768 0.1776 0.84
H 2.4439 -2.3737 1.7967 0.21
P 1.9899 0.9747 1.8360 2.29
C 3.2128 0.1242 -1.6900 1.30
P 0.7570 1.1242 -2.4787 1.25
H 1.8366 3.5889 -3.8719 0.21
C 5.5391 2.1698 0.1529 -0.83
H -1.6282 4.2899 1.7958 0.40
H 1.3701 -1.0460 3.6516 0.47
H 4.9566 -0.9575 -1.0936 0.46
C 0.9631 5.2431 -2.8456 -1.01
F -3.2656 -2.9551 1.7701 -0.35
C -1.8052 -1.4193 -1.9448 0.73
H 1.0354 -5.3816 3.8807 0.35
H 2.2651 -5.1242 1.3127 0.33
C 0.6840 4.0736 4.2399 -0.98
H -4.6855 -0.1837 -3.2387 0.40
H -1.4759 -3.4724 -1.4601 0.50
H 5.2557 1.2596 -4.7455 0.35
C 1.3975 2.9831 3.7726 -0.70
H -0.0830 6.6973 -1.6662 0.35
H -3.3437 0.5068 -4.9752 0.59
H -0.5758 2.3583 -7.1961 0.42
H -5.0068 5.0596 -4.0315 0.41
C -0.0440 2.8390 1.8136 0.28
C -4.4521 1.9799 1.7110 -1.07
C 2.8731 -1.1539 5.1781 -0.65
O -1.7566 -1.9152 3.2872 -0.57
H -0.7881 -1.1534 -1.6246 -1.20
C -0.7557 3.9275 2.3272 -0.04
C -0.3983 4.5499 3.5118 -1.19
H 4.5196 -1.0515 6.5525 0.36
C -4.6505 4.0562 -4.2340 -0.64
C -2.7121 -0.4601 -2.4302 1.26
C -5.2243 1.8545 0.5639 -0.82
C -4.3229 -2.2316 -2.7896 -0.86
H -3.6483 3.8634 -2.3467 0.34
C -2.4110 1.9354 0.3909 -0.22
H 1.9899 3.6187 0.4970 0.23
C 1.2213 -4.8111 1.3142 -0.98
C 0.1353 0.3446 -7.0134 -0.68
H -5.5569 3.9647 -6.1811 0.37
C 2.9161 0.4158 3.3376 -0.37
C 5.2291 3.3891 -0.4318 -0.87
C 4.5714 1.4627 0.8457 -0.11
C 4.6804 0.4122 4.9883 -0.68
C -3.4333 2.0868 -3.5251 0.02
H 0.5787 -5.6981 1.4483 0.27
H 2.6499 -0.2047 -0.8238 -1.95
H 4.8004 0.4888 1.2633 0.64
H 4.5892 1.7623 3.3301 0.49
C 2.5961 0.9022 -2.6538 1.41
C 3.2828 1.9769 0.9959 0.13
H -4.9367 2.0532 2.6785 0.36
H 1.3246 -3.7270 4.4705 0.26
H 3.0058 -2.3128 0.3711 0.12
H 0.8537 -1.6182 -6.5101 0.44
H -5.2116 1.5810 -1.5512 0.32
H 2.3877 -1.9712 5.6983 0.41
C -0.0192 1.8950 -5.1777 -0.62
H -0.9662 5.3992 3.8774 0.38
C -3.4334 -3.1620 -2.2792 -0.87
C 2.9819 3.2025 0.4034 -0.69
H -6.3067 1.8470 0.6301 0.37
K 0.7091 -1.0802 -0.2111 1.18
C -4.9596 3.4446 -5.4410 -0.62
H 2.5966 -4.5782 3.5674 0.33
C 4.0679 -0.6373 5.6582 -0.71
C -0.1844 1.6005 -6.5267 -0.62
H 1.4164 5.9784 -3.5016 0.34
```

Output
Largest force on an atom: 1.69 eV/Å
E_tot: -5156.92215 hartree
HOMO level: -1.29 eV
Net charge: -2


No. 2
Below is a molecular structure, C57H52BCaN10O4S2, with properties calculated with ωB97M-V with the def2-TZVPD basis set.

XYZ file:
```
127
Properties=species:S:1:pos:R:3:mulliken_charge:R:1
H -0.4093 2.7136 4.2207 0.54
H 0.0842 1.2697 5.1351 0.26
H -0.1073 3.5172 -4.6475 0.50
C -4.2121 -0.8563 3.3720 0.10
O -0.6131 0.6376 -1.0795 0.16
H -2.5305 -0.9337 -4.1386 0.58
H -5.7622 -1.9099 -0.8574 0.44
C 3.7316 2.5115 4.3176 -0.79
C -1.6838 -1.1645 -2.1814 -0.09
C -2.0163 -1.7768 3.4304 0.30
C -5.1660 0.1085 -0.4133 1.14
H -3.0376 1.5740 -0.5835 0.51
N 2.6201 2.4750 -3.6389 -0.55
H -0.5868 -4.1162 -0.9264 0.50
H 4.8343 4.4923 -0.4803 0.54
H 1.5250 -0.3561 4.0358 -0.33
O -4.1934 0.1013 -1.4210 -0.12
C -3.1144 1.2959 -3.7132 -0.04
C 0.2091 1.8133 4.2006 -0.74
H 2.4411 4.3759 -2.8989 0.49
C 2.7058 -3.0128 -2.0950 0.92
H 6.4906 -0.1818 -1.0975 0.39
H -0.9988 -1.7569 3.0691 -0.21
C 2.5221 1.1873 -3.3556 -0.70
C -1.1237 -2.0817 -1.2989 1.03
C 3.7948 -3.8068 -4.2137 -0.51
H -1.9839 4.7240 1.0615 0.38
H -2.8033 -1.3241 0.3625 0.47
H -3.6933 3.5617 4.8078 0.38
H 5.0021 -0.7731 -0.3373 0.14
B 4.3427 3.7604 2.1467 -0.03
C -6.2368 -0.9388 -0.7313 -1.94
H -6.5731 1.4642 0.5036 0.41
C 2.4218 -3.2241 -0.7429 -1.28
H 2.5109 1.4854 5.8489 0.52
C -2.6283 1.6101 2.2488 0.64
N 1.5892 2.1704 4.0344 0.41
C 2.0457 2.8836 -1.3764 -0.35
H 2.6953 -1.4877 -3.6110 0.30
N 4.6104 2.8831 0.8869 0.51
C 4.8830 3.4342 -0.3304 -1.03
C -3.0910 -0.2762 0.5461 -0.30
C -2.1084 2.9402 -5.1624 -0.82
H -6.7541 -0.6634 -1.6463 0.41
S 1.0765 3.2695 1.6670 -0.31
C 2.5288 -1.7108 -2.5711 -1.00
S 4.5679 0.3577 1.9268 -0.48
H 4.7365 2.5654 4.6814 0.48
H -1.7072 -3.4502 4.7259 0.47
H -2.9895 5.3512 3.2446 0.35
C -3.2892 3.3120 3.8336 -0.97
Ca 0.3959 0.6087 0.5295 -0.41
C -2.3401 0.1543 1.8644 2.21
H 1.4253 -4.4779 1.5690 0.54
O -0.9934 0.0087 1.7358 1.02
H -5.0360 2.2162 0.0618 0.31
O -4.4984 -0.2413 0.7813 -0.12
C 2.0736 2.7961 2.9319 -0.10
C 2.3702 3.3260 -2.6563 -1.44
C -2.1667 2.6262 1.4133 -0.20
H -2.3332 -3.2896 -4.7380 0.45
H -0.1269 1.2041 3.3498 0.11
H 2.6149 -4.1785 -0.2811 0.63
C 2.6344 1.9776 4.9032 -0.36
H -4.9346 -0.1581 2.9821 0.65
C 3.7775 -6.3790 -3.4209 -0.47
C -0.8983 2.0540 -3.3018 -0.03
C 1.5176 -1.2753 3.4743 0.01
C 3.2267 -4.0801 -2.9615 0.91
N 3.3836 3.0285 3.1042 0.05
N 1.9748 1.6000 -1.0919 2.01
H -2.1709 3.5895 -6.0249 0.39
H -3.4719 1.2260 4.1878 0.55
H 1.4530 -2.6089 5.1884 0.46
C 3.2249 -5.4285 -2.5792 -0.51
H 5.4718 2.4777 -2.2431 0.59
H -3.9735 0.6966 -3.4571 0.66
C -2.4154 -2.7180 4.3623 -1.14
H 3.8146 -7.4229 -3.1314 0.38
C -1.9888 -2.9584 -3.7663 -1.15
C 5.2045 2.4524 -1.2046 -0.50
C -1.4394 -3.8645 -2.8774 -0.96
C -1.0074 -3.4177 -1.6385 -0.85
H -1.6304 2.3669 0.5132 -0.21
N 1.6124 -1.1778 2.1649 0.82
H 1.8512 3.5669 -0.5602 0.45
H -1.3511 -4.9099 -3.1454 0.41
C 4.2965 -4.8404 -4.9839 -0.48
C 2.1544 -0.6903 -1.7007 -0.40
C -3.7255 -2.7277 4.8077 -0.71
C -2.9811 0.4975 -0.7853 -0.90
H 5.3815 3.9253 2.7275 -0.19
H -0.0221 2.0237 -2.6809 -0.26
H 3.8655 -2.7996 -4.5945 0.37
C -5.7962 1.5057 -0.2535 -1.52
H -0.7790 -1.7214 -0.3396 -0.75
C -0.9576 2.8967 -4.3960 -0.90
C 1.4605 -2.5127 4.1110 -0.79
N 1.8470 -0.9350 -0.4367 1.51
H -6.2153 1.8289 -1.2030 0.35
H 4.9617 -0.1600 -2.0160 0.34
H 2.7975 -5.7494 -1.6426 0.37
N 5.1101 1.2678 -0.5172 0.47
C -4.6168 -1.7954 4.3056 -1.28
H 2.7137 0.5297 -4.1913 0.58
C -3.1859 2.1477 -4.8024 -1.23
C -1.7488 0.3001 -1.7278 2.16
C -3.1682 1.9793 3.4769 -0.27
H -6.9407 -0.9914 0.0951 0.35
C -2.3262 3.9607 1.7473 -0.70
H -4.0961 2.2004 -5.3850 0.42
C -2.8924 4.3122 2.9620 -0.85
C 1.6513 -2.3100 1.4617 0.17
C 1.9510 -2.1678 0.0343 -0.63
C 1.4841 -3.5406 2.1042 -0.43
H -4.0511 -3.4617 5.5332 0.42
C -2.8927 -0.8308 2.9211 -0.73
C -1.9564 1.2275 -2.9454 -0.44
C 4.7463 1.5516 0.7730 0.07
N 1.4024 -3.6406 3.4192 -0.69
C -2.1085 -1.6215 -3.4225 -0.30
H 4.7357 -4.6450 -5.9545 0.38
C 2.1904 0.7263 -2.0777 0.09
H 3.8407 4.7771 1.7706 -0.14
C 5.4093 -0.0340 -1.0286 -0.99
H -5.6458 -1.8080 4.6452 0.40
N 4.3001 -6.1095 -4.6058 -0.65
```

Output
Largest force on an atom: 5.64 eV/Å
E_tot: -4550.94035 hartree
HOMO level: -4.55 eV
Net charge: -1